{
  "formula": "C35H94N6O10",
  "method": "ωB97M-V with the def2-TZVPD basis set",
  "smiles": "COC[C@H](C)N.COC[C@H](C)N.COC[C@H](C)N.COC[C@H](C)N.COC[C@H](C)N.COCCNCCOC.CC(C)O.CC(C)O.CC(C)O",
  "homo_lumo_gap_ev": 8.800,
  "total_charge": 0,
  "e_lumo_ev": 0.4,
  "de_lowest_kj_mol": 487.8,
  "energy_ev": -67223.497,
  "species": ["C", "C", "C", "O", "H", "H", "H", "H", "H", "H", "H", "H", "C", "C", "C", "O", "H", "H", "H", "H", "H", "H", "H", "H", "C", "C", "C", "O", "H", "H", "H", "H", "H", "H", "H", "H", "C", "O", "C", "C", "N", "C", "C", "O", "C", "H", "H", "H", "H", "H", "H", "H", "H", "H", "H", "H", "H", "H", "H", "H", "C", "C", "C", "O", "C", "N", "H", "H", "H", "H", "H", "H", "H", "H", "H", "H", "H", "C", "C", "C", "O", "C", "N", "H", "H", "H", "H", "H", "H", "H", "H", "H", "H", "H", "C", "C", "C", "O", "C", "N", "H", "H", "H", "H", "H", "H", "H", "H", "H", "H", "H", "C", "C", "C", "O", "C", "N", "H", "H", "H", "H", "H", "H", "H", "H", "H", "H", "H", "C", "C", "C", "O", "C", "N", "H", "H", "H", "H", "H", "H", "H", "H", "H", "H", "H"],
  "xyz": [[-1.199, 7.030, 5.909], [0.005, 7.698, 4.955], [-0.494, 8.942, 4.283], [1.003, 8.036, 5.723], [-2.234, 7.243, 5.641], [-1.173, 7.474, 6.904], [-1.128, 5.943, 5.859], [0.220, 6.907, 4.238], [0.238, 9.340, 3.579], [-0.556, 9.764, 4.996], [-1.459, 8.827, 3.791], [1.732, 8.534, 5.346], [1.038, -0.152, -0.059], [0.601, 0.798, 1.055], [-0.355, 0.057, 2.064], [1.775, 1.273, 1.687], [0.311, -0.612, -0.728], [1.425, -1.043, 0.436], [1.946, 0.167, -0.571], [0.105, 1.685, 0.661], [-1.155, -0.547, 1.637], [-0.751, 0.688, 2.860], [0.046, -0.690, 2.748], [2.074, 2.029, 1.176], [2.212, 7.196, -3.555], [3.297, 6.119, -3.642], [4.446, 6.564, -4.576], [3.895, 6.032, -2.353], [2.565, 8.132, -3.990], [1.921, 7.394, -2.524], [1.310, 6.975, -4.126], [2.841, 5.192, -3.988], [5.202, 5.790, -4.713], [4.767, 7.554, -4.252], [4.127, 6.621, -5.616], [4.226, 6.902, -2.115], [-11.918, -1.174, -7.640], [-10.830, -0.315, -8.022], [-10.655, -0.026, -9.340], [-9.952, -1.285, -9.863], [-8.447, -1.289, -9.744], [-8.081, -1.423, -8.329], [-6.581, -1.430, -8.086], [-5.876, -0.316, -8.578], [-4.520, -0.611, -8.604], [-11.839, -2.184, -8.041], [-12.821, -0.739, -8.067], [-11.965, -1.164, -6.551], [-9.997, 0.835, -9.230], [-11.512, 0.325, -9.916], [-10.321, -1.471, -10.871], [-10.442, -2.176, -9.470], [-8.021, -0.463, -10.139], [-8.381, -2.328, -7.800], [-8.513, -0.581, -7.789], [-6.285, -2.405, -8.474], [-6.274, -1.461, -7.041], [-4.103, -0.617, -7.597], [-4.027, 0.185, -9.162], [-4.133, -1.478, -9.139], [-7.900, 4.996, 2.832], [-7.462, 4.054, 1.828], [-6.658, 4.528, 0.574], [-6.557, 3.448, -0.350], [-5.965, 3.859, -1.526], [-6.646, 3.051, 2.572], [-8.361, 5.798, 2.255], [-7.040, 5.420, 3.349], [-8.495, 4.449, 3.564], [-8.313, 3.466, 1.485], [-5.680, 4.943, 0.820], [-7.281, 5.247, 0.042], [-4.950, 4.206, -1.332], [-6.402, 4.777, -1.919], [-6.037, 3.042, -2.243], [-5.691, 3.319, 2.762], [-6.516, 2.211, 2.027], [9.269, -0.165, -2.038], [10.449, 0.660, -2.436], [10.878, 0.377, -3.911], [11.428, -0.917, -3.994], [12.291, -1.215, -4.995], [10.089, 2.093, -2.353], [8.429, -0.022, -2.718], [8.784, 0.120, -1.104], [9.414, -1.243, -1.966], [11.335, 0.496, -1.822], [11.655, 1.054, -4.268], [10.000, 0.488, -4.547], [12.641, -2.247, -5.030], [13.174, -0.589, -4.862], [11.862, -0.837, -5.923], [9.321, 2.262, -2.986], [9.677, 2.452, -1.503], [1.959, -7.613, -3.198], [0.813, -7.243, -4.244], [1.252, -7.294, -5.737], [2.123, -6.219, -5.998], [2.971, -6.394, -7.113], [-0.390, -8.035, -4.047], [1.917, -8.546, -2.636], [2.218, -6.739, -2.599], [2.925, -7.767, -3.680], [0.499, -6.219, -4.039], [0.372, -7.013, -6.315], [1.491, -8.274, -6.151], [3.522, -7.334, -7.088], [3.598, -5.503, -7.065], [2.466, -6.419, -8.079], [-0.716, -7.678, -3.161], [-0.095, -8.994, -3.926], [4.515, -5.335, 5.449], [4.566, -4.369, 6.585], [5.536, -4.788, 7.750], [5.406, -6.115, 8.206], [4.226, -6.170, 8.942], [5.173, -3.163, 6.042], [3.668, -5.088, 4.809], [4.359, -6.334, 5.856], [5.509, -5.291, 5.003], [3.571, -4.090, 6.931], [5.547, -4.228, 8.685], [6.513, -5.000, 7.316], [3.348, -5.917, 8.348], [4.227, -5.577, 9.857], [4.186, -7.226, 9.210], [6.180, -3.230, 6.053], [4.849, -2.848, 5.139], [-0.005, -1.062, 12.615], [0.330, -1.002, 11.156], [-0.903, -1.015, 10.204], [-1.694, -2.199, 10.422], [-2.456, -2.650, 9.292], [1.160, 0.124, 10.944], [0.293, -2.010, 13.063], [-1.090, -1.108, 12.715], [0.235, -0.232, 13.279], [0.974, -1.859, 10.958], [-0.512, -1.214, 9.206], [-1.390, -0.074, 9.945], [-1.776, -3.004, 8.517], [-3.287, -2.063, 8.901], [-3.052, -3.549, 9.452], [0.790, 1.031, 11.189], [2.002, 0.089, 11.501]],
  "forces_ev_per_angstrom": [[1.1, 1.0, -1.1], [-5.4, -1.2, -1.0], [-0.5, 0.8, -0.7], [3.9, 0.1, 3.9], [0.1, 0.3, -0.9], [0.7, -0.4, 0.2], [0.3, 0.1, 0.6], [0.3, -0.1, -0.3], [0.1, -0.3, -0.5], [-0.4, -0.2, 0.4], [0.1, 0.0, -0.1], [-0.3, -0.1, -0.5], [0.6, -1.3, 0.5], [-0.8, -1.0, 0.0], [0.4, 0.2, 0.7], [0.1, -0.1, 0.7], [-0.3, 0.8, -0.2], [0.1, -0.2, 0.4], [-0.4, 0.6, -0.4], [-0.5, -0.2, -0.1], [-0.2, 0.6, -0.6], [-0.4, 0.7, -0.6], [1.4, -0.2, -0.5], [0.1, 0.0, 0.1], [-0.4, 0.4, -0.6], [0.8, 1.7, -0.3], [-1.2, -0.8, -1.0], [-0.2, -1.4, 0.5], [0.2, 0.2, 0.1], [0.0, -0.2, 0.0], [0.0, -0.3, 0.0], [0.4, -0.3, 0.6], [0.4, 0.2, 0.9], [0.5, -0.2, -0.1], [-0.5, 0.6, -0.1], [0.0, 0.1, -0.1], [0.3, 1.1, -0.7], [-2.0, -0.3, 3.6], [1.6, -0.7, -0.3], [0.5, 0.7, -2.3], [-1.7, -1.8, 0.5], [0.9, 1.9, 0.7], [-0.2, -0.5, 0.3], [-0.6, -0.8, -1.3], [1.6, 1.3, -0.3], [0.2, -0.2, 0.2], [-0.4, 0.0, 0.2], [0.0, -0.1, -0.2], [0.4, 0.1, -0.9], [-0.6, -0.4, 0.1], [0.9, 0.4, -0.9], [0.7, 0.0, 1.0], [-0.2, 0.1, 0.1], [-0.7, -0.2, -0.6], [-0.1, 0.0, 0.4], [0.8, 0.1, -0.7], [-0.8, -0.3, 0.6], [0.1, -0.1, 0.2], [0.0, 0.4, 0.3], [-0.9, -0.7, 0.0], [0.1, 1.9, 0.2], [2.8, -3.2, -1.0], [-2.0, -0.3, 0.1], [-0.3, -0.3, 1.4], [0.5, 0.6, -0.4], [-0.2, -0.9, -0.2], [-0.7, 0.3, 0.8], [0.0, 0.1, 0.1], [-0.3, 0.5, -0.1], [-0.1, 0.2, -0.4], [0.1, 0.1, 0.1], [0.2, 0.8, 0.1], [0.6, -0.5, -0.2], [-0.7, 0.0, -0.3], [0.3, 0.2, 0.0], [0.0, 0.7, 0.1], [-0.3, -0.2, -0.2], [-1.2, -1.1, 0.4], [0.1, 1.0, -0.5], [0.6, -0.1, 0.5], [-2.0, -1.2, 2.6], [1.1, 1.7, -1.3], [0.2, 0.4, -0.9], [0.1, 0.0, -0.6], [0.6, 0.3, 0.4], [0.4, 0.0, -0.2], [-0.1, -0.1, 0.2], [-0.1, 0.6, 0.3], [-0.2, -0.1, -0.3], [-0.6, 0.0, 0.1], [0.6, 0.0, -0.1], [0.0, -0.7, -0.7], [0.0, 0.0, -0.6], [0.5, -0.7, 0.7], [0.9, 0.8, -1.4], [1.4, -0.7, 0.1], [-1.9, 1.2, 0.3], [1.0, -0.7, 0.2], [-0.1, 0.4, 0.2], [0.2, 0.3, -0.1], [-1.0, 0.2, 0.3], [-0.5, -0.2, 0.6], [0.1, 0.1, -0.7], [0.3, 0.1, -0.2], [-0.7, -0.4, 0.1], [0.9, -0.2, 0.4], [0.4, 0.0, 0.4], [0.4, -0.4, -0.3], [-0.5, 0.2, -0.1], [-0.6, -0.6, 0.2], [-0.3, -0.3, 0.2], [-0.2, -1.4, 1.0], [0.9, 1.3, 0.4], [0.7, -1.6, -1.1], [-1.3, 0.1, 0.1], [-0.4, -2.0, 0.3], [0.3, 1.4, 0.9], [0.4, 0.0, -0.4], [-0.1, -0.3, -0.3], [-0.3, -0.2, -0.6], [-0.1, -0.2, 0.3], [0.0, 1.1, -0.6], [0.5, 1.7, -0.3], [-0.1, 0.1, 0.0], [0.2, 0.3, 0.1], [-0.6, 0.0, 0.4], [0.0, 0.1, -0.2], [-0.1, -0.3, 0.1], [-2.3, -1.3, 1.4], [-0.5, 0.2, 0.7], [1.4, -1.8, -1.9], [-1.4, 0.5, 0.4], [0.3, -0.8, -0.1], [1.5, 1.9, -1.6], [0.3, 0.1, 0.2], [-0.3, -0.1, 0.1], [0.7, 0.1, -0.5], [-0.4, -0.2, -0.5], [0.8, 0.1, -0.3], [-0.7, 0.3, 1.3], [0.1, 0.6, -0.4], [0.6, 1.3, 0.0], [0.5, -0.4, 1.3], [-0.7, -0.1, 0.0], [0.1, -0.5, -0.1]],
  "mulliken_charge": [-1.156, 0.499, -1.331, -0.535, 0.333, 0.320, 0.294, 0.189, 0.366, 0.338, 0.357, 0.325, -1.210, 0.523, -1.379, -0.558, 0.356, 0.315, 0.312, 0.250, 0.352, 0.341, 0.369, 0.329, -1.167, 0.308, -1.236, -0.568, 0.300, 0.333, 0.340, 0.336, 0.309, 0.369, 0.342, 0.334, -0.683, -0.322, -0.402, -0.768, -0.380, -0.377, -0.713, -0.304, -0.816, 0.287, 0.313, 0.226, 0.255, 0.384, 0.349, 0.366, 0.278, 0.278, 0.316, 0.362, 0.420, 0.313, 0.277, 0.342, -1.335, 0.354, -0.672, -0.289, -0.723, -0.725, 0.356, 0.280, 0.373, 0.288, 0.347, 0.390, 0.315, 0.297, 0.245, 0.229, 0.272, -1.357, 0.469, -0.646, -0.317, -0.749, -0.733, 0.313, 0.380, 0.325, 0.256, 0.404, 0.274, 0.245, 0.305, 0.321, 0.257, 0.251, -1.207, 0.349, -0.854, -0.308, -0.728, -0.692, 0.362, 0.264, 0.307, 0.351, 0.352, 0.403, 0.319, 0.241, 0.293, 0.290, 0.258, -1.232, 0.314, -0.740, -0.347, -0.749, -0.665, 0.372, 0.311, 0.308, 0.306, 0.449, 0.325, 0.299, 0.312, 0.268, 0.237, 0.232, -1.315, 0.582, -0.725, -0.298, -0.807, -0.736, 0.263, 0.304, 0.405, 0.218, 0.347, 0.354, 0.330, 0.305, 0.290, 0.223, 0.259]
}